Entry from OMol25: 2 unconnected molecules or ions with the total composition C2H6O3 in a non-equilibrium geometry (wB97M-V/def2-TZVPD).

ORCA input file:
```
! wB97M-V def2-TZVPD RIJCOSX def2/J DEFGRID3
* xyz 0 1
O 0.39 0.03 -2.04
C -0.39 -0.87 -1.67
O -0.94 -0.81 -0.39
H -0.39 -1.85 -2.31
H -0.20 -0.26 -0.08
C 0.08 0.66 2.40
O 0.70 0.76 1.05
H -0.09 1.74 2.49
H -0.82 0.06 2.34
H 0.78 0.25 3.21
H 1.37 1.41 1.10
*
```

Properties
Electronic energy = -8312.451 eV
LUMO = 0.77 eV
HOMO energy = -10.404 eV
ΔE to the lowest compared entry with this formula, charge and spin = 2.057 eV
Kohn-Sham gap = 11.2 eV
SMILES = O=CO.CO

Entry from OMol25: C4H6N2S in the gas phase in a non-equilibrium geometry (wB97M-V/def2-TZVPD).

ORCA input file:
```
! wB97M-V def2-TZVPD RIJCOSX def2/J DEFGRID3
* xyz 0 1
H 0.49 -0.10 -2.97
N -0.07 -0.90 -2.43
C -0.06 -0.64 -1.12
C 0.76 0.56 -0.59
S 0.04 1.60 0.58
C -0.44 0.27 1.75
C -0.35 -1.01 1.30
N -0.17 -1.66 -0.05
H 1.12 1.12 -1.38
H 1.48 -0.06 -0.09
H -0.42 0.67 2.69
H -0.73 -1.67 2.18
H -0.34 -2.54 -0.37
*
```

Properties
Electronic energy = -18057.736 eV
LUMO = 0.61 eV
HOMO energy = -8.267 eV
ΔE to the lowest compared entry with this formula, charge and spin = 3.238 eV
Kohn-Sham gap = 8.9 eV
SMILES = [H]/N=C1\CSC=CN1

Entry from OMol25: 2 unconnected molecules or ions with the total composition C8H16N3O4 in a non-equilibrium geometry (wB97M-V/def2-TZVPD).

ORCA input file:
```
! wB97M-V def2-TZVPD RIJCOSX def2/J DEFGRID3
* xyz 1 1
C -1.29 0.04 1.11
C -0.84 -0.90 0.08
C -0.53 1.01 1.63
C 0.30 -0.81 -0.57
C 0.48 1.63 0.87
C 1.13 2.95 1.27
C -2.57 -0.29 1.84
C -1.70 -2.14 -0.34
N 1.04 1.01 -0.06
N 1.17 -1.26 -1.44
N 3.01 0.14 -3.21
O 2.10 1.52 -0.74
O -0.91 1.73 2.67
O -2.44 -1.41 2.65
O -1.10 -2.71 -1.42
H 0.32 3.83 1.24
H 1.87 3.32 0.56
H 1.51 2.91 2.29
H -3.21 -0.56 1.02
H -3.14 0.44 2.47
H -2.69 -1.73 -0.69
H -1.98 -2.74 0.42
H 0.91 -0.97 -2.45
H 1.35 -2.26 -1.31
H 2.26 1.02 -1.62
H 3.15 -0.82 -2.97
H 3.86 0.61 -3.19
H 2.74 0.05 -4.25
H -1.68 1.47 3.25
H -1.49 -1.64 2.81
H -1.63 -3.44 -1.91
*
```

Properties
Electronic energy = -21204.463 eV
LUMO = -3.30 eV
HOMO energy = -12.213 eV
ΔE to the lowest compared entry with this formula, charge and spin = 2.068 eV
Kohn-Sham gap = 8.9 eV

Entry from OMol25: C6H10N2 in the gas phase in a non-equilibrium geometry (wB97M-V/def2-TZVPD).

ORCA input file:
```
! wB97M-V def2-TZVPD RIJCOSX def2/J DEFGRID3
* xyz 0 1
C 0.58 1.09 -3.19
C 0.13 1.10 -1.72
C -0.21 -0.30 -1.21
C -0.08 -0.44 0.29
C -0.75 -1.35 1.09
N -0.54 -0.90 2.38
C 0.26 0.18 2.32
N 0.51 0.51 1.07
H 1.11 2.01 -3.44
H 1.18 0.21 -3.44
H -0.29 1.05 -3.84
H -0.79 1.69 -1.70
H 0.87 1.55 -1.07
H 0.43 -1.05 -1.67
H -1.25 -0.55 -1.45
H -0.96 -2.40 1.01
H -0.71 -1.46 3.21
H 0.42 0.90 3.11
*
```

Properties
Electronic energy = -9364.050 eV
LUMO = 0.95 eV
HOMO energy = -8.536 eV
ΔE to the lowest compared entry with this formula, charge and spin = 0.387 eV
Kohn-Sham gap = 9.5 eV
SMILES = CCCc1c[nH]cn1

Entry from OMol25: C6H3N in the gas phase in a non-equilibrium geometry (wB97M-V/def2-TZVPD).

ORCA input file:
```
! wB97M-V def2-TZVPD RIJCOSX def2/J DEFGRID3
* xyz 0 1
C 0.54 -0.47 0.74
C 0.57 -1.32 -0.30
C -0.01 0.87 0.77
C -0.34 -0.88 -2.65
C 0.19 2.29 0.87
C -1.02 1.72 0.44
N 0.23 -1.06 -1.61
H 0.84 -0.70 1.74
H 0.98 -2.25 0.05
H -1.97 1.80 -0.05
*
```

Properties
Electronic energy = -7754.292 eV
LUMO = -0.39 eV
HOMO energy = -8.981 eV
ΔE to the lowest compared entry with this formula, charge and spin = 1.434 eV
Kohn-Sham gap = 8.6 eV

Entry from OMol25: a gas-phase ion, C17H21FN (charge +1) in a non-equilibrium geometry (wB97M-V/def2-TZVPD).

ORCA input file:
```
! wB97M-V def2-TZVPD RIJCOSX def2/J DEFGRID3
* xyz 1 1
C -0.09 -0.16 -5.53
C 0.50 0.71 -4.38
C -0.12 0.25 -3.06
C 0.38 0.99 -1.85
N -0.25 0.56 -0.58
C 0.26 1.46 0.83
C 1.82 1.64 0.81
C 2.36 2.90 0.50
C 3.75 3.07 0.43
C 4.62 2.00 0.65
C 4.09 0.78 1.07
C 2.70 0.59 1.07
C -0.48 0.96 2.09
C -1.63 1.65 2.51
C -2.42 1.19 3.59
C -2.13 -0.01 4.22
C -0.92 -0.59 3.90
F -0.61 -1.85 4.44
C -0.09 -0.15 2.86
H 0.29 0.11 -6.55
H 0.13 -1.24 -5.36
H -1.20 -0.08 -5.57
H 1.58 0.60 -4.41
H 0.28 1.74 -4.61
H -1.22 0.37 -3.16
H 0.12 -0.85 -2.98
H 1.46 0.82 -1.70
H 0.22 2.07 -1.88
H -1.24 0.06 -0.67
H 0.45 -0.04 -0.09
H -0.29 2.21 0.29
H 1.70 3.79 0.41
H 4.17 4.04 0.12
H 5.71 2.17 0.73
H 4.73 -0.07 1.35
H 2.30 -0.40 1.40
H -1.93 2.57 2.01
H -3.39 1.67 3.79
H -2.75 -0.43 5.03
H 0.81 -0.71 2.60
*
```

Properties
Electronic energy = -22168.966 eV
LUMO = -3.47 eV
HOMO energy = -12.647 eV
ΔE to the lowest compared entry with this formula, charge and spin = 0.635 eV
Kohn-Sham gap = 9.2 eV
SMILES = CCCC[NH2+][C@H](c1ccccc1)c1cccc(F)c1

Entry from OMol25: 8 unconnected molecules or ions with the total composition C4H24N2O9 in a non-equilibrium geometry (wB97M-V/def2-TZVPD).

ORCA input file:
```
! wB97M-V def2-TZVPD RIJCOSX def2/J DEFGRID3
* xyz 0 1
C -3.11 -1.52 1.78
N -2.07 -0.48 1.81
C -1.11 -0.26 0.88
O -0.46 0.73 1.02
C -0.73 -1.44 -0.14
N -0.40 -1.24 -1.55
C 0.39 -0.12 -1.91
O -0.32 1.12 -1.57
H -3.19 -1.89 0.79
H -3.12 -2.31 2.65
H -4.14 -0.96 1.87
H -2.43 0.33 2.40
H -1.55 -2.18 0.03
H 0.20 -1.84 0.30
H -1.33 -1.35 -2.12
H 1.45 -0.17 -1.53
H 0.55 -0.13 -2.99
H -0.48 1.21 -0.55
O 3.27 2.01 3.31
H 2.96 1.39 2.62
H 2.98 2.80 2.70
O 3.93 0.34 -0.64
H 3.87 -0.53 -1.15
H 3.15 0.18 -0.22
O -4.13 0.69 -0.87
H -3.87 1.37 -1.49
H -3.20 0.31 -0.92
O 1.83 2.72 0.58
H 1.65 1.86 0.28
H 1.88 3.23 -0.16
O 3.45 -2.55 -0.39
H 3.64 -2.40 0.52
H 2.46 -2.59 -0.56
O 2.09 0.17 1.33
H 1.17 -0.07 1.43
H 2.66 -0.32 2.02
O -2.79 1.50 -2.94
H -3.31 0.86 -3.46
H -1.83 1.52 -3.16
*
```

Properties
Electronic energy = -25942.825 eV
LUMO = -0.09 eV
HOMO energy = -9.948 eV
ΔE to the lowest compared entry with this formula, charge and spin = 4.582 eV
Kohn-Sham gap = 9.9 eV
SMILES = CNC(=O)CNCO.O.O.O.O.O.O.O

Entry from OMol25: 2 unconnected molecules or ions with the total composition C3H7NO2 (wB97M-V/def2-TZVPD).

ORCA input file:
```
! wB97M-V def2-TZVPD RIJCOSX def2/J DEFGRID3
* xyz 0 1
C 1.22 -0.98 -0.19
C 0.19 0.02 0.28
O 0.41 1.18 0.57
C -1.26 -0.49 0.36
N -2.12 0.49 0.73
O -1.53 -1.65 0.12
H 0.78 -1.60 -0.98
H 2.12 -0.47 -0.54
H 1.49 -1.67 0.62
H -1.73 1.40 0.93
H -3.08 0.28 0.93
H 1.90 1.66 -1.74
H 1.60 1.82 -1.08
*
```

Properties
Electronic energy = -8809.084 eV
LUMO = 0.13 eV
HOMO energy = -9.749 eV
ΔE to the lowest compared entry with this formula, charge and spin = 1.445 eV
Kohn-Sham gap = 9.9 eV
SMILES = CC(=O)C(N)=O.[H][H]

Entry from OMol25: 3 unconnected molecules or ions with the total composition Cl2H2NO2PS in a non-equilibrium geometry (wB97M-V/def2-TZVPD).

ORCA input file:
```
! wB97M-V def2-TZVPD RIJCOSX def2/J DEFGRID3
* xyz 0 1
N -1.28 0.91 -0.91
O 1.28 1.35 -1.06
O 0.23 2.25 1.08
P -0.01 1.42 -0.12
S 0.90 -1.30 0.97
Cl 2.85 1.34 -0.34
Cl -1.81 -3.01 0.60
H -0.86 -3.31 1.53
H -1.30 0.35 -1.75
*
```

Properties
Electronic energy = -50782.051 eV
LUMO (alpha / beta) = -3.48 / -3.51 eV
HOMO energy (alpha / beta) = -10.403 / -10.395 eV
ΔE to the lowest compared entry with this formula, charge and spin = 5.164 eV
Kohn-Sham gap (alpha / beta) = 6.9 / 6.9 eV

Entry from OMol25: a molecular structure, C26H35BIrN10O4 in a non-equilibrium geometry (wB97M-V/def2-TZVPD).

ORCA input file:
```
! wB97M-V def2-TZVPD RIJCOSX def2/J DEFGRID3
* xyz 2 2
Ir -0.23 0.27 0.29
C -1.71 -1.78 -2.13
C -1.11 -2.50 -0.97
C -1.12 -3.85 -0.64
C -0.43 -3.96 0.56
C -0.18 -5.19 1.35
N -0.02 -2.73 0.91
N -0.44 -1.85 -0.02
B 0.68 -2.24 2.19
N 1.88 -1.37 1.79
N 1.73 -0.23 1.11
C 2.94 0.32 0.90
C 3.15 1.59 0.16
C 3.89 -0.51 1.49
C 3.19 -1.58 2.04
C 3.75 -2.76 2.74
N -0.35 -1.36 2.91
N -0.90 -0.28 2.32
C -1.86 0.19 3.12
C -2.69 1.39 2.81
C -1.94 -0.61 4.25
C -0.96 -1.59 4.09
C -0.62 -2.70 5.02
H -2.42 -2.42 -2.65
H -0.92 -1.50 -2.83
H -2.22 -0.88 -1.80
H -1.58 -4.65 -1.20
H -0.47 -6.06 0.77
H -0.77 -5.18 2.27
H 0.87 -5.29 1.63
H 1.02 -3.16 2.85
H 2.20 1.98 -0.22
H 3.80 1.42 -0.70
H 3.64 2.33 0.79
H 4.96 -0.37 1.51
H 4.83 -2.68 2.77
H 3.48 -3.69 2.22
H 3.37 -2.84 3.76
H -3.05 1.37 1.78
H -2.11 2.30 2.96
H -3.55 1.42 3.48
H -2.61 -0.50 5.08
H -1.15 -2.56 5.96
H 0.45 -2.75 5.21
H -0.93 -3.66 4.60
O -2.80 5.49 0.95
C -1.82 5.48 1.76
O -1.64 6.32 2.66
C -0.85 4.38 1.65
C 0.35 4.26 2.34
N 0.87 3.09 1.97
N 0.07 2.44 1.10
C -0.97 3.21 0.91
C -2.04 2.76 -0.05
O -2.86 3.61 -0.40
O -1.95 1.55 -0.38
H -2.80 4.69 0.29
H 0.83 4.94 3.03
H 1.76 2.68 2.22
N 0.47 0.79 -1.67
C 0.19 1.09 -2.76
N -0.09 1.43 -3.97
C 0.93 1.98 -4.88
C 1.30 0.91 -5.92
C 0.05 0.40 -6.63
C -0.97 -0.13 -5.62
C -1.32 0.97 -4.62
H 1.80 2.29 -4.30
H 0.50 2.84 -5.38
H 1.80 0.08 -5.41
H 2.00 1.35 -6.63
H 0.33 -0.39 -7.33
H -0.40 1.21 -7.22
H -0.55 -0.99 -5.10
H -1.88 -0.45 -6.13
H -2.03 0.62 -3.86
H -1.76 1.82 -5.15
*
```

Properties
Electronic energy = -54123.595 eV
LUMO (alpha / beta) = -6.06 / -11.17 eV
HOMO energy (alpha / beta) = -14.162 / -14.153 eV
ΔE to the lowest compared entry with this formula, charge and spin = 3.438 eV
Kohn-Sham gap (alpha / beta) = 8.1 / 3.0 eV

Entry from OMol25: a gas-phase ion, C4H10N2 (charge +2) in a non-equilibrium geometry (wB97M-V/def2-TZVPD).

ORCA input file:
```
! wB97M-V def2-TZVPD RIJCOSX def2/J DEFGRID3
* xyz 2 1
C -0.16 -1.09 2.16
N 0.32 -0.43 1.15
C 1.60 0.18 1.20
C -0.73 -0.15 -0.16
N -0.33 0.42 -1.23
C -1.06 0.66 -2.44
H 0.60 -1.40 2.93
H -1.12 -1.43 2.43
H 2.05 -0.46 1.97
H 1.57 1.23 1.46
H 2.18 0.01 0.30
H -1.70 -0.76 -0.24
H 0.69 0.71 -1.24
H -1.08 1.82 -2.46
H -2.10 0.41 -2.48
H -0.73 0.29 -3.34
*
```

Properties
Electronic energy = -7268.889 eV
LUMO = -10.62 eV
HOMO energy = -21.685 eV
ΔE to the lowest compared entry with this formula, charge and spin = 1.932 eV
Kohn-Sham gap = 11.1 eV
SMILES = C=[N+](C)/C=[NH+]/C

Entry from OMol25: C4H7N in the gas phase in a non-equilibrium geometry (wB97M-V/def2-TZVPD).

ORCA input file:
```
! wB97M-V def2-TZVPD RIJCOSX def2/J DEFGRID3
* xyz 0 1
C -2.40 -0.41 0.06
C -1.45 0.31 0.03
C -0.07 0.71 -0.02
N 0.79 -0.37 -0.08
C 2.18 -0.19 0.04
H -3.34 -1.01 -0.04
H 0.25 1.30 0.83
H 0.03 1.49 -0.82
H 0.35 -1.10 -0.54
H 2.66 -1.17 0.21
H 2.37 0.12 1.03
H 2.62 0.45 -0.78
*
```

Properties
Electronic energy = -5748.409 eV
LUMO = 1.12 eV
HOMO energy = -8.469 eV
ΔE to the lowest compared entry with this formula, charge and spin = 3.008 eV
Kohn-Sham gap = 9.6 eV
SMILES = C#CCNC